1.
The following is a DFT calculation (ωB97M-V/def2-TZVPD) of C49H57N8O5RbSe as an isolated structure in a non-equilibrium geometry.

Structure (XYZ):
```
121
Properties=species:S:1:pos:R:3:forces:R:3
C -1.8974 2.3972 -1.2779 -0.057 0.111 -0.069
C 3.1998 0.1696 -1.2617 0.038 0.092 -0.124
C 3.0631 0.4051 -3.5096 0.048 -0.039 -0.026
H -2.3289 5.8558 -2.7417 -0.011 0.008 0.032
C -3.5057 4.0406 -2.5807 0.154 0.113 0.092
C 5.2249 -0.7225 -2.7055 0.059 0.136 0.051
C -2.5750 2.6695 2.5188 0.055 0.086 -0.108
H 6.3446 1.0756 -3.1827 0.004 -0.006 0.029
H -3.9952 6.1411 -2.2009 0.018 -0.012 0.010
H -2.4585 -3.4026 4.2376 0.028 0.047 -0.050
H 6.2094 0.7467 1.5530 0.015 -0.011 0.028
H -3.8656 4.0743 -3.6131 -0.039 -0.018 -0.012
O -0.9137 -5.7477 4.5331 0.072 0.109 -0.027
H -1.0956 3.6957 6.5935 0.018 0.024 -0.023
C -3.5594 -1.0073 -3.5856 -0.068 -0.041 0.035
H 7.2911 -0.1978 2.5973 -0.005 0.031 -0.004
C -5.0925 2.5290 2.7708 0.040 0.028 -0.004
N -0.8120 1.6185 1.4625 0.264 -0.027 0.019
H 2.9660 -1.8186 -5.1360 -0.032 0.005 -0.024
H 1.4804 -0.8906 -5.3155 0.027 -0.029 -0.018
C -3.1409 5.4612 -2.1265 -0.038 -0.070 -0.028
N 1.9539 0.6392 1.4818 0.459 0.406 0.177
H -3.9749 4.1416 1.8863 0.000 0.048 0.014
H -3.4495 0.2758 -5.3047 0.023 0.027 0.007
C -0.3329 -5.2956 3.5576 -0.048 -0.162 0.093
C -3.9494 -0.9629 -1.3658 0.036 -0.367 -0.408
H -2.5796 -3.7223 -0.8586 0.004 0.017 -0.009
C -0.4848 -3.4848 1.6209 0.018 -0.065 0.202
H 4.1719 0.0751 5.2542 0.013 0.033 0.023
H 7.3488 -0.2377 -2.5359 -0.007 0.028 0.006
H -3.6058 0.7883 -2.4145 -0.098 0.023 -0.008
H 5.3226 -1.5812 2.0075 0.006 -0.043 0.031
C -1.8396 2.4432 4.9671 0.144 0.172 -0.054
C -2.4904 2.5730 -0.0180 0.087 0.053 0.088
C -0.5859 1.6289 2.7876 -0.120 0.062 -0.116
C 1.8749 0.9221 -2.8180 0.058 0.117 -0.099
C 2.9464 0.2070 3.5162 0.077 0.029 -0.005
H -2.9970 2.4468 -5.7273 0.026 -0.044 -0.020
H -1.5103 1.5312 5.4734 -0.041 -0.014 0.022
C 3.7253 -0.1454 0.0023 0.013 0.104 0.009
C -3.5353 -2.3180 -3.1106 -0.054 0.004 0.032
Se -4.4789 -0.3537 0.2594 -0.004 0.055 0.377
H -2.7033 -1.5445 2.4618 -0.046 -0.021 -0.102
H 5.3199 -1.1368 -3.7131 -0.019 -0.038 0.005
H 0.8614 1.7151 -4.4988 -0.003 -0.032 0.006
C -0.8587 -4.0963 2.8530 0.048 0.093 -0.045
H 0.0249 3.5272 5.2267 -0.027 0.015 0.010
H 4.6985 -0.6255 0.0035 0.016 -0.027 -0.004
C 6.3029 0.2669 2.5294 -0.046 -0.051 0.005
C -3.3438 -3.3948 -3.9561 0.035 -0.064 0.027
C 2.5414 -0.9120 -5.5727 0.036 0.082 0.020
N -2.0674 -2.3282 2.4299 0.048 -0.017 0.207
C -1.8781 -3.3054 3.3345 -0.053 -0.079 -0.042
H -0.3150 -1.8312 -1.8303 -0.328 -0.553 -0.486
H 6.2922 0.6989 -1.4602 0.016 0.000 -0.030
H -1.4714 1.5567 -5.8493 -0.021 -0.009 -0.038
C -1.3123 3.4521 -4.8128 -0.028 -0.173 -0.007
H -3.8764 -3.0614 0.1511 -0.019 0.053 0.044
C 3.2444 0.3258 -4.9952 -0.112 -0.129 0.059
H -2.8921 2.5890 5.2253 -0.012 -0.054 0.027
H -5.1717 1.9270 1.8646 -0.010 0.013 0.008
H -0.2654 3.6466 -5.0610 -0.015 0.041 0.011
H -6.0067 3.1221 2.8754 0.011 -0.035 0.010
H 1.3452 -1.1118 5.3491 0.034 -0.028 0.000
H -3.7928 4.0190 3.6274 0.006 0.050 -0.021
C 3.1084 0.1070 5.0020 -0.104 -0.164 -0.062
N -1.2360 -2.4204 1.3941 -0.189 -0.131 -0.102
N -3.7672 -2.2593 -1.7466 0.058 0.198 0.038
C 3.8822 -0.0805 -2.5417 -0.026 0.008 -0.020
H -3.4297 3.1183 -0.0130 -0.007 -0.011 -0.028
H 2.6391 -0.9693 -6.6618 0.003 0.016 0.037
C 0.5858 1.1669 3.4147 0.118 -0.042 0.058
H 0.5933 1.2120 4.5014 -0.009 -0.046 -0.028
N -3.8111 -0.2017 -2.4861 0.116 -0.072 0.012
C -1.9763 2.2580 1.2421 -0.146 0.081 0.043
O 0.7642 -5.8141 3.0732 -0.259 -0.184 0.222
C 0.6020 -3.8496 0.6262 0.002 -0.074 -0.442
C -1.0260 3.6297 5.5032 -0.049 -0.057 -0.005
H 2.5397 -1.2061 6.6582 -0.012 0.002 -0.038
H -1.3919 4.5669 5.0765 0.025 -0.025 -0.004
H 2.8372 1.2250 -5.4663 0.032 0.016 -0.015
H -5.0252 1.8448 3.6211 -0.003 0.017 -0.037
N 2.0144 0.7615 -1.4869 0.351 0.290 -0.122
H -3.0208 -3.9420 -6.0000 -0.005 0.040 0.016
C 2.4134 -1.1370 5.5731 0.036 0.063 0.008
C 1.7565 0.7040 2.8102 0.007 0.057 0.131
N -0.7612 1.7094 -1.5377 0.096 -0.093 -0.152
C -3.6173 -3.3851 -0.8513 -0.056 -0.061 -0.050
H 5.2782 -1.2077 3.7221 -0.010 -0.059 -0.001
O 1.4331 -4.7333 1.0033 -0.264 0.216 -0.176
H -2.7950 5.4444 -1.0915 0.004 0.016 -0.027
C 3.1664 0.1052 1.2653 0.073 0.101 0.107
H 6.2346 1.0486 3.2900 0.000 -0.008 -0.029
Rb 0.2756 -0.5392 -0.0538 -0.216 0.212 1.759
O 0.5920 -3.2731 -0.4727 0.026 -0.263 0.209
H -3.3084 -4.4082 -3.5751 0.018 0.049 -0.017
H -4.3327 3.6725 -1.9672 -0.038 -0.014 -0.045
C -3.8534 3.4298 2.7071 -0.057 -0.160 0.011
H 2.8232 -2.0412 5.1182 -0.035 0.015 0.016
C -0.4029 1.9838 -2.8124 -0.172 0.108 0.046
C -3.4187 -0.7372 -4.9324 0.037 0.083 -0.014
C -1.9212 2.5499 -5.8934 0.022 0.100 0.077
H -1.8253 4.4180 -4.8264 0.031 0.039 -0.006
O -0.9571 -1.2467 -2.2585 0.078 -0.116 -0.438
H -0.6624 -0.3542 -2.0058 -0.630 0.068 -0.929
H -1.7717 2.9614 -6.8966 0.003 -0.018 0.028
C -1.7083 2.2650 3.4846 -0.035 -0.147 0.042
C -2.3376 3.1034 -2.4801 0.013 -0.085 0.057
H -3.1006 -1.6339 -6.8507 0.002 0.014 0.044
C 5.1870 -0.7685 2.7257 0.048 0.175 -0.048
C 3.8212 -0.1800 2.5522 -0.038 -0.087 0.040
H 2.6964 1.0028 5.4755 0.028 0.015 0.029
C -3.2256 -1.8149 -5.7894 0.027 0.010 -0.013
C 6.3777 0.2601 -2.4563 -0.052 -0.063 -0.007
H 4.3098 0.2938 -5.2403 0.009 0.015 -0.022
C -3.1831 -3.1221 -5.3103 -0.007 -0.043 0.055
C 0.7789 1.5309 -3.4309 0.123 -0.034 0.027
C -1.3885 2.8596 -3.4344 -0.022 0.004 -0.021
H -4.2840 -4.1956 -1.1535 0.023 0.013 -0.020
H 5.3122 -1.5608 -2.0096 0.005 -0.038 -0.028
H 1.0458 -5.3293 2.1636 0.334 0.000 0.030
```
Forces are in eV/Å.

Its energy above the lowest of the compared OMol25 structures with the same formula, charge and spin is 1.093 eV. The value obtained for the HOMO energy is -1.335 eV. Its total charge is -2.


2.
The following is a DFT calculation (ωB97M-V/def2-TZVPD) of an isolated ion of composition CH3F3NS and charge +1 in a non-equilibrium geometry.

Structure (XYZ):
```
9
Properties=species:S:1:pos:R:3:forces:R:3
C 1.4163 0.2497 -0.0846 4.868 -0.186 -1.762
N 0.2185 -0.1996 0.4629 -4.965 0.080 -1.085
S -1.2389 -0.2104 0.0380 1.386 -1.003 3.028
H 2.3208 -0.0802 0.6007 -2.099 0.227 -1.060
F -2.1206 1.0581 -0.1974 0.871 -1.631 -0.239
H 1.5924 1.3600 -0.1481 -0.903 -1.035 -0.050
F -1.8909 -0.6347 1.3997 0.184 0.243 -2.588
H 1.6349 -0.2744 -1.1087 -0.368 1.113 1.851
F -1.9325 -1.2684 -0.9625 1.026 2.191 1.905
```
Forces are in eV/Å.

Its energy above the lowest of the compared OMol25 structures with the same formula, charge and spin is 1.442 eV. The value obtained for the HOMO energy is -17.236 eV. Its SMILES is C[N+]#S(F)(F)F. Its total charge is +1.